Record 1
Molecular formula: C22H38FMnN3O4Si3Te
Method: DFT, ωB97M-V/def2-TZVPD

Summary:
HOMO (alpha / beta)   -8.0573 / -7.9960 eV
Spin multiplicity   2
ΔE to the lowest compared entry with this formula, charge and spin   0.000 eV
Kohn-Sham gap (alpha / beta)   0.297 / 0.296 hartree

Each line ends with the Löwdin spin population.
CARTESIAN COORDINATES (ANGSTROEM)
1 Mn -1.01 0.53 -0.28  1.00
2 C 1.08 -0.57 -2.59  0.00
3 Si 1.93 -0.39 -0.91  0.00
4 C 2.14 -2.04 -0.08  0.00
5 C 3.71 0.12 -1.28  0.00
6 C 1.08 0.90 0.10  -0.01
7 Si 0.95 0.78 1.93  0.00
8 C 0.56 2.41 2.78  0.00
9 C 2.48 0.11 2.76  0.00
10 C -0.53 -0.26 2.45  0.00
11 Si 1.41 2.54 -0.55  0.00
12 C 1.48 2.74 -2.40  0.00
13 C 2.90 3.42 0.14  0.00
14 C -0.14 3.50 -0.08  0.00
15 C -0.21 4.88 0.15  0.00
16 C -1.41 5.47 0.48  0.00
17 C -2.53 4.67 0.58  0.00
18 C -2.41 3.32 0.33  0.00
19 N -1.25 2.74 0.00  -0.01
20 H 0.96 -1.61 -2.90  0.00
21 H 1.68 -0.07 -3.36  0.00
22 H 0.09 -0.12 -2.64  0.00
23 H 2.58 -2.75 -0.79  0.00
24 H 1.20 -2.46 0.28  0.00
25 H 2.83 -1.96 0.76  0.00
26 H 4.22 -0.65 -1.89  0.00
27 H 4.26 0.22 -0.34  0.00
28 H 3.78 1.07 -1.82  0.00
29 H 1.26 3.22 2.56  0.00
30 H 0.60 2.24 3.86  0.00
31 H -0.44 2.77 2.53  0.00
32 H 3.34 0.73 2.51  0.00
33 H 2.70 -0.91 2.44  0.00
34 H 2.36 0.10 3.85  0.00
35 H -1.47 0.07 1.95  0.00
36 H -0.72 -0.13 3.52  0.00
37 H -0.41 -1.32 2.23  0.00
38 H 2.30 2.18 -2.86  0.00
39 H 1.63 3.80 -2.64  0.00
40 H 0.55 2.42 -2.88  0.00
41 H 3.79 2.80 -0.07  0.00
42 H 2.85 3.56 1.22  0.00
43 H 3.07 4.39 -0.33  0.00
44 H 0.70 5.46 0.08  0.00
45 H -1.47 6.54 0.66  0.00
46 H -3.50 5.08 0.85  0.00
47 H -3.26 2.68 0.41  0.00
48 C -5.30 1.34 0.70  0.00
49 Te -3.95 0.31 -0.58  0.00
50 C -4.18 -1.52 0.47  0.00
51 H -6.27 0.87 0.61  0.00
52 H -5.38 2.38 0.38  0.00
53 H -4.96 1.31 1.74  0.00
54 H -4.98 -1.38 1.20  0.00
55 H -3.25 -1.78 0.98  0.00
56 H -4.46 -2.30 -0.24  0.00
57 F 1.05 -5.85 1.67  0.00
58 C 0.79 -5.42 0.44  0.00
59 C -0.31 -4.71 0.18  0.00
60 N -0.62 -4.26 -1.09  0.00
61 C -1.78 -3.41 -1.30  0.00
62 C -1.54 -1.94 -1.03  0.00
63 O -1.99 -1.09 -1.83  0.01
64 O -0.92 -1.60 0.02  0.00
65 C 0.22 -4.50 -2.16  0.00
66 O 0.00 -4.10 -3.29  0.00
67 N 1.34 -5.25 -1.85  0.00
68 C 1.73 -5.76 -0.61  0.00
69 O 2.75 -6.40 -0.48  0.00
70 H -1.02 -4.47 0.96  0.00
71 H -2.56 -3.76 -0.62  0.00
72 H -2.12 -3.52 -2.32  0.00
73 H 1.96 -5.44 -2.63  0.00


Record 2
Molecular formula: C4H11N3O
Method: DFT, ωB97M-V/def2-TZVPD

Summary:
HOMO   -7.5157 eV
ΔE to the lowest compared entry with this formula, charge and spin   3.272 eV
Kohn-Sham gap   0.309 hartree

Each line ends with the Mulliken charge.
CARTESIAN COORDINATES (ANGSTROEM)
1 C -1.43 -0.10 0.70  -0.42
2 C -2.68 -0.27 -0.14  -1.15
3 N -0.41 0.69 -0.02  -0.28
4 H -0.07 0.15 -0.91  0.52
5 H -0.70 1.66 -0.15  0.33
6 H -0.97 -1.06 0.93  0.30
7 H -1.63 0.39 1.66  0.35
8 H -3.16 0.69 -0.36  0.32
9 H -3.41 -0.89 0.40  0.37
10 H -2.45 -0.77 -1.08  0.33
11 C 1.13 0.55 0.67  0.66
12 N 1.82 1.71 0.32  -0.56
13 C 2.07 -1.63 -1.03  -0.41
14 N 1.40 -0.58 -0.94  -0.69
15 O 1.17 0.02 1.75  -0.64
16 H 2.53 1.94 1.00  0.25
17 H 2.01 1.80 -0.67  0.24
18 H 2.04 -2.28 -1.92  0.25
19 H 2.73 -1.99 -0.22  0.23


Record 3
Molecular formula: C18H16N3O4Pt
Method: DFT, ωB97M-V/def2-TZVPD

Summary:
HOMO   -17.9234 eV
Total charge   +3
Kohn-Sham gap   0.145 hartree

Each line ends with the Mulliken charge.
CARTESIAN COORDINATES (ANGSTROEM)
1 Pt -0.99 2.59 0.43  1.22
2 O -1.60 0.08 -2.81  -0.33
3 C -1.36 1.26 -2.25  0.38
4 O -2.08 1.97 -1.61  -0.59
5 C 0.98 1.57 -1.22  1.37
6 C 2.43 1.27 -1.46  -0.49
7 C 3.30 2.29 -1.69  -0.60
8 C 2.89 3.64 -1.60  -0.36
9 C 1.59 3.91 -1.12  -0.24
10 N 0.72 2.97 -0.91  -0.45
11 H 2.72 0.23 -1.48  0.55
12 H 4.34 2.08 -1.89  0.53
13 H 3.57 4.44 -1.82  0.52
14 H 1.31 4.93 -0.87  0.51
15 O -0.67 -3.27 4.26  -0.50
16 C -1.55 -2.27 4.59  -0.60
17 C -1.59 -1.19 3.56  0.21
18 C -2.32 -0.02 3.78  -0.76
19 C -2.24 1.01 2.85  -0.12
20 N -1.51 0.91 1.75  -0.52
21 C -0.86 -0.25 1.46  0.20
22 C -0.88 -1.31 2.35  -0.17
23 C -0.11 -0.23 0.17  1.21
24 C 0.07 -1.38 -0.68  -0.77
25 C 0.16 -1.39 -2.04  -0.20
26 C 0.43 -2.67 -2.75  -0.85
27 O 0.92 -3.64 -1.90  -0.50
28 C -0.18 -0.23 -2.94  -0.08
29 C 0.15 1.22 -2.49  -0.58
30 N 0.38 0.95 -0.06  -1.07
31 H -0.58 -3.93 4.97  0.34
32 H -1.32 -1.83 5.58  0.42
33 H -2.59 -2.66 4.73  0.40
34 H -2.93 0.10 4.67  0.51
35 H -2.78 1.94 3.02  0.43
36 H -0.34 -2.22 2.16  0.57
37 H 0.17 -2.34 -0.19  0.61
38 H 1.12 -2.49 -3.60  0.48
39 H -0.52 -3.00 -3.24  0.43
40 H 1.20 -4.43 -2.38  0.36
41 H 0.06 -0.46 -3.99  0.66
42 H 0.48 1.84 -3.33  0.88